Here is a 3-piece molecular cluster, C25H54NO5 overall in a non-equilibrium geometry from the OMol25 dataset. Energies are from ωB97M-V/def2-TZVPD.

The geometry in XYZ format:
```
85
Properties=species:S:1:pos:R:3:mulliken_charge:R:1
C -1.00 0.74 2.33 -1.28
C -0.88 1.20 0.86 -0.66
C 0.14 0.34 0.12 0.94
C -0.36 -1.08 -0.15 -1.18
C 0.59 -2.17 0.36 -1.33
C 1.63 -2.50 -0.74 0.43
C 2.95 -2.90 -0.10 -0.23
C 4.00 -3.56 -1.03 -1.00
C 3.76 -3.32 -2.52 -1.18
C 4.06 -1.86 -2.83 1.33
C 3.82 -1.47 -4.29 -1.29
N 2.64 -0.62 -4.46 -0.25
C 2.83 0.76 -4.07 -0.13
O 2.52 0.81 -2.68 0.24
C 2.84 2.04 -2.07 -1.97
C 3.38 1.78 -0.66 2.97
C 2.85 2.85 0.30 -2.05
C 4.92 1.66 -0.54 0.56
C 5.27 0.42 0.33 -1.30
C 5.67 1.53 -1.86 -1.61
C 1.80 1.65 -4.86 0.10
O 2.26 2.71 -5.40 -0.79
O 0.64 1.22 -4.87 -0.71
H 0.00 0.49 2.67 0.45
H -1.60 -0.15 2.37 0.21
H -1.43 1.51 2.96 0.38
H -1.85 1.11 0.38 0.16
H -0.58 2.24 0.83 0.31
H 1.06 0.34 0.71 0.05
H 0.38 0.86 -0.81 -0.36
H -0.47 -1.19 -1.23 0.44
H -1.36 -1.20 0.27 0.65
H -0.01 -3.05 0.60 0.38
H 1.12 -1.81 1.24 0.55
H 1.23 -3.30 -1.34 0.39
H 1.71 -1.59 -1.33 -0.24
H 3.37 -2.02 0.38 -0.31
H 2.72 -3.59 0.71 0.60
H 4.96 -3.10 -0.80 0.34
H 4.12 -4.62 -0.81 0.34
H 4.48 -3.93 -3.07 0.56
H 2.76 -3.59 -2.84 0.43
H 5.11 -1.67 -2.60 0.25
H 3.47 -1.25 -2.15 -0.89
H 3.65 -2.38 -4.87 0.53
H 4.71 -0.99 -4.70 0.32
H 2.37 -0.64 -5.44 0.31
H 3.85 1.11 -4.28 0.34
H 3.49 2.66 -2.69 0.55
H 1.91 2.60 -1.96 0.45
H 2.93 0.85 -0.35 -1.54
H 1.77 2.78 0.32 0.33
H 3.20 2.61 1.31 0.47
H 3.17 3.84 -0.01 0.46
H 5.28 2.51 0.04 0.51
H 4.41 0.03 0.86 0.33
H 5.60 -0.37 -0.34 0.23
H 6.10 0.60 1.01 0.36
H 5.50 2.40 -2.49 0.48
H 5.46 0.60 -2.36 0.02
H 6.73 1.54 -1.63 0.51
C -5.41 1.78 0.58 -1.35
C -5.02 1.95 2.04 0.54
C -6.06 2.76 2.80 -1.32
O -3.75 2.58 2.13 -0.45
H -5.48 2.76 0.08 0.37
H -4.65 1.20 0.05 0.31
H -6.37 1.28 0.48 0.38
H -4.91 0.97 2.50 0.24
H -6.15 3.76 2.38 0.42
H -5.76 2.87 3.85 0.29
H -7.04 2.28 2.77 0.29
H -3.82 3.45 1.73 0.32
C -7.96 -2.69 3.63 -1.28
C -7.06 -1.60 4.18 0.33
C -7.87 -0.53 4.90 -1.22
O -6.30 -1.01 3.13 -0.44
H -8.66 -2.27 2.90 0.33
H -7.37 -3.45 3.11 0.32
H -8.53 -3.17 4.42 0.39
H -6.34 -2.03 4.87 0.28
H -8.57 -0.04 4.21 0.30
H -7.21 0.25 5.29 0.29
H -8.44 -0.95 5.73 0.41
H -6.91 -0.61 2.51 0.28
```

Values from the calculation:
highest occupied orbital energy	-4.16	eV
E_LUMO	2.02	eV
gap between HOMO and LUMO	6.19	eV
E_tot	-1415.935281	Ha
net charge	-1

Here is a 2-piece molecular cluster, C5H12O2 overall from the OMol25 dataset. Energies are from ωB97M-V/def2-TZVPD.

The geometry in XYZ format:
```
19
Properties=species:S:1:pos:R:3:mulliken_charge:R:1
C 2.07 0.06 0.85 -1.01
C 0.88 0.78 1.49 -0.37
C 0.03 1.49 0.47 -0.16
C -1.22 1.15 0.14 -0.42
O -1.84 0.05 0.70 -0.51
H 1.71 -0.73 0.18 0.25
H 2.69 0.75 0.26 0.30
H 2.70 -0.40 1.62 0.32
H 0.27 0.07 2.05 0.27
H 1.25 1.52 2.21 0.32
H 0.46 2.34 -0.06 0.30
H -1.80 1.69 -0.60 0.40
H -2.78 0.07 0.48 0.30
C -0.75 -1.50 -1.95 -0.57
O -0.28 -1.92 -0.70 -0.53
H -1.78 -1.86 -2.16 0.26
H -0.74 -0.41 -2.06 0.23
H -0.09 -1.92 -2.71 0.26
H -0.79 -1.43 -0.03 0.35
```

Values from the calculation:
highest occupied orbital energy	-9.03	eV
E_LUMO	0.57	eV
structure (SMILES)	CC/C=C\O.CO
gap between HOMO and LUMO	9.60	eV
E_tot	-348.145477	Ha
energy above the lowest of the compared OMol25 structures with the same formula, charge and spin	37.2	kcal/mol

Here is C4H13N2OS as an isolated structure in a non-equilibrium geometry from the OMol25 dataset. Energies are from ωB97M-V/def2-TZVPD.

The geometry in XYZ format:
```
21
Properties=species:S:1:pos:R:3:mulliken_charge:R:1
N 0.05 -0.48 -1.55 -0.84
C -0.05 0.82 -0.88 0.54
C 1.13 1.08 0.05 -0.97
S 2.71 1.35 -0.79 -0.58
C -1.43 0.93 -0.11 -1.02
N -2.22 -0.65 0.27 -0.61
C -1.93 -0.66 1.68 -0.71
H -0.33 -1.23 -0.98 0.30
H 1.04 -0.68 -1.63 0.31
H -0.09 1.54 -1.69 0.15
H 0.92 1.95 0.68 0.28
H 1.17 0.20 0.70 0.23
H -2.08 1.64 -0.60 0.33
H -1.17 1.30 0.86 0.47
H -1.87 -0.18 -0.65 0.41
H -2.32 -1.61 2.07 0.28
H -2.45 0.12 2.25 0.29
H -0.87 -0.59 1.97 0.25
H 3.36 -2.19 -1.08 0.29
H 3.23 -0.83 -0.37 0.24
O 3.20 -1.83 -0.21 -0.65
```

Values from the calculation:
highest occupied orbital energy	-3.23	eV
E_LUMO	3.73	eV
gap between HOMO and LUMO	6.96	eV
E_tot	-743.028213	Ha
energy above the lowest of the compared OMol25 structures with the same formula, charge and spin	94.7	kcal/mol
net charge	-1

Here is C34H57FeN3O2Si as an isolated structure in a non-equilibrium geometry from the OMol25 dataset. Energies are from ωB97M-V/def2-TZVPD.

The geometry in XYZ format:
```
98
Properties=species:S:1:pos:R:3:lowdin_spin:R:1
O 0.74 -2.20 -1.95 0.02
O -1.54 -2.18 -5.42 0.00
C 2.02 -2.40 -2.76 0.00
C 2.99 -3.26 -1.99 0.00
H 2.42 -1.40 -2.92 0.00
H 1.63 -2.82 -3.69 0.00
H 3.29 -2.78 -1.05 0.00
H 3.90 -3.46 -2.58 0.00
H 2.57 -4.24 -1.78 0.00
C -0.27 -3.30 -1.78 0.00
C -0.14 -4.29 -2.90 0.00
H -1.25 -2.83 -1.79 0.00
H -0.12 -3.73 -0.79 0.00
H -0.31 -3.83 -3.89 0.00
H -0.90 -5.06 -2.81 0.00
H 0.83 -4.78 -2.86 0.00
C -2.73 -1.77 -4.75 0.00
C -0.92 -1.26 -6.31 0.00
C -3.59 -3.00 -4.53 0.00
H -3.28 -1.04 -5.37 0.00
H -2.49 -1.31 -3.78 0.00
H -3.78 -3.51 -5.49 0.00
H -4.56 -2.73 -4.10 0.00
H -3.11 -3.72 -3.85 0.00
C -0.95 -1.86 -7.71 0.00
H 0.12 -1.12 -5.99 0.00
H -1.43 -0.28 -6.31 0.00
H -0.47 -2.85 -7.72 0.00
H -0.43 -1.21 -8.41 0.00
H -1.99 -1.97 -8.05 0.00
H 0.76 -1.35 -1.36 0.02
N 1.53 1.18 0.87 0.09
C 1.51 2.45 1.33 0.00
C 0.37 3.26 1.24 0.02
C -0.90 2.78 0.97 0.00
C 2.74 3.00 1.97 0.00
H 3.63 2.94 1.33 0.00
H 2.98 2.50 2.92 0.00
H 2.57 4.06 2.20 0.00
C -2.06 3.73 1.04 0.00
H -2.64 3.61 1.97 0.00
H -2.75 3.62 0.19 0.00
H -1.69 4.76 1.02 0.00
N -1.15 1.47 0.73 0.10
C 2.68 0.34 1.11 0.01
C 3.75 0.33 0.19 0.01
C 3.77 1.22 -1.02 0.00
C 4.81 -0.53 0.44 0.00
H 5.61 -0.55 -0.31 0.00
C 4.87 -1.29 1.60 0.01
H 5.73 -1.93 1.78 0.00
C 3.84 -1.22 2.53 0.00
H 3.88 -1.77 3.47 0.00
C 2.72 -0.43 2.29 0.01
C 1.59 -0.40 3.27 0.00
C -2.43 0.92 1.10 0.01
C -3.37 0.66 0.09 0.01
C -3.06 0.95 -1.35 0.01
C -4.63 0.19 0.45 0.00
H -5.34 -0.02 -0.34 0.00
C -4.95 0.00 1.79 0.01
H -5.93 -0.40 2.05 0.00
C -4.03 0.28 2.78 0.00
H -4.28 0.16 3.83 0.00
C -2.76 0.77 2.46 0.01
C -1.79 1.10 3.55 0.00
Fe 0.13 0.29 0.02 3.46
H 3.33 0.72 -1.90 0.00
H 4.81 1.46 -1.29 0.00
H 3.24 2.16 -0.87 0.00
H 1.27 0.62 3.52 0.00
H 1.91 -0.87 4.20 0.00
H 0.72 -0.97 2.91 0.00
H -3.79 0.45 -2.00 0.00
H -2.06 0.59 -1.64 0.00
H -3.10 2.03 -1.57 0.00
H -0.85 0.54 3.46 0.00
H -2.23 0.83 4.52 0.00
H -1.55 2.18 3.59 0.00
H 0.48 4.31 1.50 0.00
C 0.38 0.47 -2.07 0.06
Si 0.39 2.00 -3.16 0.02
H 1.38 0.07 -2.31 0.01
H -0.33 -0.17 -2.62 0.01
C 1.68 1.71 -4.51 0.00
C 0.82 3.53 -2.20 0.00
C -1.30 2.22 -3.96 0.00
H -1.74 1.27 -4.29 0.00
H -1.18 2.88 -4.83 0.00
H -1.99 2.72 -3.26 0.00
H 2.63 1.34 -4.10 0.00
H 1.87 2.68 -5.00 0.00
H 1.33 1.00 -5.28 0.00
H 1.63 3.36 -1.48 0.00
H -0.07 3.90 -1.67 0.00
H 1.14 4.29 -2.93 0.00
N -0.55 -2.41 1.39 0.05
C -0.28 -1.42 0.81 0.04
```

Values from the calculation:
highest occupied orbital energy (spin up / spin down)	-6.82 / -7.08	eV
E_LUMO (spin up / spin down)	0.41 / 0.40	eV
gap between HOMO and LUMO (spin up / spin down)	7.23 / 7.49	eV
E_tot	-3197.599129	Ha
multiplicity	5
energy above the lowest of the compared OMol25 structures with the same formula, charge and spin	11.3	kcal/mol
expectation value of S²	6.03